## w
DFT (wB97M-V/def2-TZVPD) results for C3H5N5 in the gas phase.

Atoms and positions in Å:
1 C 2.120 1.296 -0.459
2 C 1.195 0.477 0.113
3 N -0.224 0.462 -0.024
4 N -0.965 1.357 -0.670
5 N -2.146 0.962 -0.789
6 N -2.424 -0.325 -0.423
7 C -1.338 -0.838 0.140
8 N -0.909 -1.926 0.797
9 H 3.153 1.304 -0.153
10 H 1.584 2.195 -0.953
11 H 1.341 -0.342 0.884
12 H -1.484 -2.707 0.738
13 H 0.097 -1.916 0.798

## Properties
**Spin multiplicity**: 1
**LUMO level**: 0.5 eV
**SMILES**: C=Cn1nnnc1N
**Highest occupied orbital energy**: -8.873 eV
**Frontier orbital gap**: 9.390 eV



## x
DFT (wB97M-V/def2-TZVPD) results for C3H5N5 in the gas phase.

Atoms and positions in Å:
1 H 2.453 0.912 -0.122
2 N 1.588 1.532 -0.049
3 C 0.329 1.008 -0.060
4 N -0.848 1.664 0.195
5 C -1.847 0.815 -0.150
6 C -1.800 -0.739 0.068
7 N -0.595 -1.401 -0.032
8 N 0.444 -0.478 -0.068
9 N 1.554 -1.079 0.119
10 H -2.720 1.277 -0.073
11 H -2.612 -1.564 0.086
12 H 2.136 -1.230 -0.851
13 H 1.917 -0.718 0.936

## Properties
**Spin multiplicity**: 1
**LUMO level**: -1.0 eV
**SMILES**: [H]/N=c1/nccnn1N
**Highest occupied orbital energy**: -8.549 eV
**Frontier orbital gap**: 7.544 eV



## y
DFT (wB97M-V/def2-TZVPD) results for C3H5N5 in the gas phase.

Atoms and positions in Å:
1 N 0.585 0.973 1.784
2 N 0.309 0.157 0.663
3 C 0.343 0.762 -0.613
4 N -0.039 0.600 -1.837
5 C -0.536 -0.694 -2.056
6 N -0.885 -1.784 -1.369
7 N -0.952 -1.795 0.089
8 C -0.378 -0.952 0.932
9 H -0.129 1.853 1.875
10 H 1.545 1.377 2.066
11 H 1.116 1.548 -0.489
12 H -0.459 -0.914 -3.111
13 H -0.520 -1.131 2.067

## Properties
**Spin multiplicity**: 1
**LUMO level**: -0.6 eV
**SMILES**: NN1C=NC=NN=C1
**Highest occupied orbital energy**: -8.592 eV
**Frontier orbital gap**: 7.965 eV



Most stable to least stable, the ends of the list are w and x.



## w
DFT (wB97M-V/def2-TZVPD) results for a 2-piece molecular cluster, C3H4N4O2 overall.

Atoms and positions in Å:
1 C -1.871 0.095 -0.087
2 C 0.398 -0.312 -0.285
3 C 2.040 0.928 0.265
4 H -3.640 0.034 0.099
5 H -3.128 -1.710 -0.214
6 H 2.785 1.624 1.032
7 H 1.425 -1.927 0.072
8 N -2.934 -0.558 0.600
9 N -0.789 -0.831 -0.133
10 N 0.821 1.066 -0.150
11 N 1.615 -1.113 -0.330
12 O -1.707 1.334 -0.283
13 O 2.729 -0.363 0.251

## Properties
**Spin multiplicity**: 1
**LUMO level**: -0.2 eV
**Highest occupied orbital energy**: -9.730 eV
**Frontier orbital gap**: 9.569 eV



## x
DFT (wB97M-V/def2-TZVPD) results for C3H4N4O2 in the gas phase.

Atoms and positions in Å:
1 O 2.288 -0.287 0.309
2 N 0.927 -0.190 -0.357
3 C 0.719 1.286 -0.464
4 N -0.368 1.900 -0.274
5 N -1.276 1.298 0.693
6 C -2.022 0.366 0.185
7 O -1.997 -0.543 -0.778
8 N -1.224 -1.661 0.031
9 C 0.166 -1.244 0.056
10 H 2.906 -0.720 -0.339
11 H 1.813 1.646 -0.804
12 H -2.517 0.200 1.136
13 H 0.585 -2.052 0.607

## Properties
**Spin multiplicity**: 1
**LUMO level**: -0.2 eV
**SMILES**: On1cnnconc1
**Highest occupied orbital energy**: -9.734 eV
**Frontier orbital gap**: 9.550 eV



Most stable to least stable, the ends of the list are w and x.



## w
DFT (wB97M-V/def2-TZVPD) results for a 3-piece molecular cluster, C7H19N2O overall.

Atoms and positions in Å:
1 C 2.003 -2.799 2.999
2 C -1.889 -1.601 1.137
3 C -0.465 2.046 0.435
4 C -1.021 0.083 -3.018
5 C -1.131 2.583 -3.031
6 C 1.526 -1.288 3.025
7 C -1.384 -0.269 1.189
8 N -1.059 0.796 0.850
9 N -0.516 1.322 -2.633
10 O 0.947 -0.834 1.833
11 H 2.858 -2.788 2.361
12 H 2.253 -3.039 3.951
13 H 1.154 -3.360 2.598
14 H -1.321 -2.404 1.697
15 H -2.944 -1.595 1.379
16 H -1.804 -1.651 -0.026
17 H 0.496 2.056 0.981
18 H -0.321 2.125 -0.639
19 H -1.068 2.908 0.578
20 H -0.241 -0.596 -2.805
21 H -1.803 -0.167 -2.258
22 H -1.385 0.076 -4.040
23 H -2.148 2.463 -2.601
24 H -0.750 3.483 -2.669
25 H -1.190 2.623 -4.083
26 H 2.282 -0.669 3.504
27 H 0.796 -1.302 3.829
28 H 1.625 -0.587 1.201
29 H 0.386 1.183 -3.054

## Properties
**Total charge**: +1
**Spin multiplicity**: 1
**LUMO level**: -3.2 eV
**Highest occupied orbital energy**: -12.116 eV
**Frontier orbital gap**: 8.919 eV



## x
DFT (wB97M-V/def2-TZVPD) results for a 2-piece molecular cluster, C7H19N2O overall.

Atoms and positions in Å:
1 O -1.736 -0.907 -0.906
2 C -2.739 -1.423 -1.392
3 N -2.806 -1.742 -2.714
4 C -3.978 -1.750 -0.587
5 C -1.689 -1.482 -3.601
6 H -3.659 -2.171 -3.082
7 H -4.194 -2.831 -0.615
8 H -3.813 -1.451 0.462
9 H -4.856 -1.206 -0.974
10 H -1.953 -1.815 -4.619
11 H -0.789 -2.031 -3.274
12 H -1.452 -0.406 -3.633
13 C 2.420 -0.161 0.867
14 C 0.862 0.880 2.419
15 C 3.121 1.755 2.194
16 C 1.518 2.047 0.387
17 N 1.980 1.130 1.467
18 H 2.766 -0.851 1.655
19 H 3.249 0.008 0.159
20 H 1.586 -0.636 0.325
21 H 1.189 0.202 3.225
22 H 0.524 1.828 2.872
23 H 0.008 0.417 1.895
24 H 3.958 1.946 1.501
25 H 2.811 2.713 2.643
26 H 3.475 1.087 2.997
27 H 2.336 2.242 -0.327
28 H 0.672 1.598 -0.161
29 H 1.188 3.009 0.815

## Properties
**Total charge**: +1
**Spin multiplicity**: 1
**LUMO level**: -2.6 eV
**Highest occupied orbital energy**: -12.036 eV
**Frontier orbital gap**: 9.474 eV



Most stable to least stable, the ends of the list are x and w.



## w
DFT (wB97M-V/def2-TZVPD) results for a 2-piece molecular cluster, C2H4Br2O overall.

Atoms and positions in Å:
1 C 0.282 -0.867 -1.216
2 C 0.424 1.525 1.005
3 O 0.395 0.764 1.952
4 Br -0.506 -1.859 0.195
5 Br -1.440 2.180 0.543
6 H 1.392 -0.462 -0.974
7 H -0.401 -0.105 -1.643
8 H 0.412 -1.486 -2.159
9 H -0.558 0.310 2.297

## Properties
**Spin multiplicity**: 1
**LUMO level**: 0.1 eV
**Highest occupied orbital energy**: -9.398 eV
**Frontier orbital gap**: 9.458 eV



## x
DFT (wB97M-V/def2-TZVPD) results for a 2-piece molecular cluster, C2H4Br2O overall.

Atoms and positions in Å:
1 C 0.162 0.685 -1.241
2 C -1.612 -1.660 0.304
3 O -1.425 -2.680 0.957
4 Br 1.287 -0.795 -0.903
5 Br -2.325 -2.071 -1.502
6 H -0.635 0.300 -1.895
7 H 0.770 1.491 -1.666
8 H -0.256 1.083 -0.283
9 H -1.519 -3.674 0.558

## Properties
**Spin multiplicity**: 1
**LUMO level**: 0.1 eV
**Highest occupied orbital energy**: -9.336 eV
**Frontier orbital gap**: 9.467 eV



Most stable to least stable, the ends of the list are x and w.



## w
DFT (wB97M-V/def2-TZVPD) results for C11H14N2 in the gas phase.

Atoms and positions in Å:
1 C 3.596 -0.623 0.258
2 C 2.960 0.567 0.164
3 C 1.586 0.606 -0.285
4 C 0.813 -0.592 -0.441
5 C 1.571 -1.807 -0.029
6 N 2.884 -1.788 0.212
7 C -0.542 -0.470 -0.854
8 N -1.345 -1.703 -0.473
9 C -2.533 -1.402 0.309
10 C -2.237 -0.078 0.867
11 C -1.442 0.599 -0.258
12 C -0.572 1.851 0.214
13 C 0.835 1.849 -0.399
14 H 4.592 -0.859 0.689
15 H 3.423 1.459 0.579
16 H 0.837 -2.651 0.090
17 H -0.395 -0.333 -1.938
18 H -1.372 -2.488 -1.148
19 H -2.685 -2.256 0.956
20 H -3.463 -1.244 -0.403
21 H -3.251 0.490 0.961
22 H -1.553 -0.005 1.767
23 H -2.267 1.129 -0.859
24 H -0.959 2.833 -0.103
25 H -0.701 1.922 1.355
26 H 0.762 2.297 -1.377
27 H 1.456 2.696 0.143

## Properties
**Spin multiplicity**: 1
**LUMO level**: 0.8 eV
**SMILES**: c1cc2c(cn1)[C@H]1NCC[C@H]1CC2
**Highest occupied orbital energy**: -8.592 eV
**Frontier orbital gap**: 9.398 eV



## x
DFT (wB97M-V/def2-TZVPD) results for C11H14N2 in the gas phase.

Atoms and positions in Å:
1 C -2.575 -2.224 0.275
2 N -1.395 -1.435 0.022
3 C -0.119 -1.888 -0.137
4 C 0.747 -0.869 -0.353
5 C 2.220 -0.993 -0.629
6 C 3.170 -0.532 0.514
7 N 3.371 0.907 0.439
8 C -0.047 0.342 -0.251
9 C 0.208 1.726 -0.350
10 C -0.829 2.621 -0.150
11 C -2.132 2.178 0.132
12 C -2.433 0.838 0.181
13 C -1.370 -0.067 0.002
14 H -3.290 -2.109 -0.569
15 H -2.262 -3.289 0.378
16 H -3.071 -1.921 1.208
17 H 0.070 -2.961 -0.189
18 H 2.516 -0.466 -1.552
19 H 2.419 -2.071 -0.776
20 H 4.097 -1.098 0.486
21 H 2.689 -0.724 1.487
22 H 3.891 1.235 1.250
23 H 3.875 1.140 -0.409
24 H 1.214 2.109 -0.450
25 H -0.659 3.691 -0.175
26 H -2.921 2.890 0.311
27 H -3.450 0.488 0.365

## Properties
**Spin multiplicity**: 1
**LUMO level**: 0.9 eV
**SMILES**: Cn1cc(CCN)c2ccccc21
**Highest occupied orbital energy**: -7.542 eV
**Frontier orbital gap**: 8.472 eV



Most stable to least stable, the ends of the list are x and w.



## w
DFT (wB97M-V/def2-TZVPD) results for a 4-piece molecular cluster, C4H16O4 overall.

Atoms and positions in Å:
1 C 1.419 0.408 -0.575
2 O 0.492 1.231 0.096
3 H 1.454 0.539 -1.662
4 H 2.397 0.707 -0.199
5 H 1.233 -0.654 -0.398
6 H -0.416 0.892 0.051
7 C 1.878 -3.860 -0.980
8 O 0.738 -4.107 -0.200
9 H 2.253 -4.752 -1.491
10 H 1.741 -3.120 -1.770
11 H 2.693 -3.441 -0.378
12 H 0.997 -4.592 0.584
13 C -2.311 -0.873 0.726
14 O -2.156 0.536 0.912
15 H -2.157 -1.092 -0.329
16 H -1.563 -1.425 1.297
17 H -3.327 -1.183 0.976
18 H -2.158 0.724 1.854
19 C -0.822 4.163 0.182
20 O 0.567 4.112 0.409
21 H -1.182 5.183 0.351
22 H -1.197 3.868 -0.803
23 H -1.363 3.570 0.934
24 H 0.791 3.166 0.413

## Properties
**Spin multiplicity**: 1
**LUMO level**: 0.6 eV
**SMILES**: CO.CO.CO.CO
**Highest occupied orbital energy**: -9.608 eV
**Frontier orbital gap**: 10.220 eV



## x
DFT (wB97M-V/def2-TZVPD) results for a 4-piece molecular cluster, C4H16O4 overall.

Atoms and positions in Å:
1 C -0.367 4.181 -1.918
2 C -0.693 2.731 -2.272
3 C 0.001 1.570 -1.599
4 C 1.399 1.182 -2.016
5 O 1.901 0.173 -1.109
6 H -0.538 4.264 -0.845
7 H -0.914 4.844 -2.580
8 H 0.660 4.484 -2.123
9 H -1.778 2.652 -2.217
10 H -0.551 2.577 -3.356
11 H 0.028 1.782 -0.526
12 H -0.629 0.677 -1.598
13 H 2.213 1.899 -1.994
14 H 1.385 0.698 -3.000
15 H 1.308 -0.574 -1.080
16 O -1.003 -1.853 5.339
17 H -0.313 -1.591 4.721
18 H -1.792 -1.375 5.074
19 O -1.965 -5.793 3.624
20 H -1.254 -5.713 2.993
21 H -1.820 -4.912 4.010
22 O 1.381 -3.975 1.103
23 H 2.322 -3.796 1.135
24 H 1.021 -4.131 0.234

## Properties
**Spin multiplicity**: 1
**LUMO level**: 0.3 eV
**SMILES**: CCCCO.O.O.O
**Highest occupied orbital energy**: -10.412 eV
**Frontier orbital gap**: 10.711 eV



Most stable to least stable, the ends of the list are x and w.